{"formula": "C4H8O2", "method": "the ωB97M-V functional and the def2-TZVPD basis", "smiles": "CCCC(=O)O", "e_homo_ev": -10.18, "species": ["C", "C", "C", "C", "O", "O", "H", "H", "H", "H", "H", "H", "H", "H"], "positions_angstrom": [[0.4165, 1.8149, -0.8229], [0.4374, 0.3182, -0.5399], [-0.6791, -0.1577, 0.3632], [-0.5679, -1.5241, 0.9193], [-1.4552, -2.2213, 1.3912], [0.6455, -2.1117, 0.9078], [-0.4183, 2.1343, -1.5080], [1.2486, 2.0140, -1.5304], [0.4997, 2.4602, 0.0366], [1.3605, 0.0880, 0.0455], [0.3802, -0.1887, -1.5161], [-0.8389, 0.4728, 1.2561], [-1.6921, -0.0382, -0.0650], [0.6631, -3.0606, 1.0625]], "forces_ev_per_a": [[-0.03, 0.14, -2.35], [0.37, 0.28, 0.80], [-1.34, 0.87, 0.43], [-0.93, -3.86, 1.12], [-0.27, 1.63, -0.61], [1.80, 1.70, -1.11], [0.16, -0.38, 1.16], [0.04, 0.06, 0.78], [-0.08, 0.13, 0.28], [-0.34, -0.02, -1.06], [0.38, -0.19, 0.55], [0.65, 0.08, -0.12], [0.46, -0.49, -0.22], [-0.85, 0.04, 0.37]]}

---

{"formula": "C2H4ClO6S", "method": "the ωB97M-V functional and the def2-TZVPD basis", "total_charge": -1, "e_homo_ev": -3.92, "species": ["C", "O", "S", "O", "O", "Cl", "H", "H", "H", "C", "O", "O", "O", "H"], "positions_angstrom": [[1.1825, -1.3025, -0.5586], [0.0358, -0.6109, -0.0455], [-1.2882, -0.8601, -0.9347], [-2.1483, 0.2185, -0.6980], [-1.9002, -2.1544, 0.0394], [-2.5491, -3.3035, -1.0024], [1.2977, -2.2611, -0.0667], [2.0336, -0.6773, -0.3471], [1.0961, -1.4791, -1.6231], [0.2755, 2.8919, 0.9962], [-0.8384, 2.3479, 1.1759], [1.3610, 1.9670, 1.0619], [0.5792, 4.0621, 0.7696], [0.8628, 1.1614, 1.2332]], "forces_ev_per_a": [[-0.06, -0.14, 0.30], [-0.44, -0.25, -0.28], [1.34, -0.91, -0.22], [-1.28, 1.29, 0.28], [0.24, -0.13, -0.12], [-0.09, -0.07, 0.12], [-0.03, -0.19, 0.21], [0.24, 0.26, 0.01], [0.00, 0.08, -0.34], [-0.68, 0.04, 0.00], [0.26, 0.08, 0.06], [0.17, 0.00, -0.03], [0.32, 0.12, -0.04], [0.03, -0.18, 0.05]]}

---

{"formula": "C48H36MoN5O5S", "method": "the ωB97M-V functional and the def2-TZVPD basis", "total_charge": 3, "e_homo_ev": [-14.60, -14.60], "species": ["Mo", "C", "O", "C", "C", "C", "C", "C", "C", "C", "C", "C", "C", "C", "N", "C", "C", "C", "C", "C", "C", "C", "C", "C", "C", "O", "C", "C", "C", "C", "N", "C", "C", "C", "C", "C", "C", "O", "C", "C", "C", "C", "C", "C", "C", "N", "C", "C", "N", "C", "C", "C", "C", "O", "C", "C", "C", "H", "H", "H", "H", "H", "H", "H", "H", "H", "H", "H", "H", "H", "H", "H", "H", "H", "H", "H", "H", "H", "H", "H", "H", "H", "H", "H", "H", "H", "H", "H", "H", "H", "H", "H", "H", "O", "S", "N"], "positions_angstrom": [[0.6668, 0.7008, 0.8926], [4.9481, 3.0299, -7.6534], [4.1240, 3.8214, -6.7642], [3.7684, 3.3486, -5.6007], [4.1318, 2.0767, -5.1104], [3.6908, 1.6766, -3.8857], [2.8987, 2.5076, -3.0241], [2.4809, 3.7528, -3.6139], [2.9130, 4.1677, -4.8302], [2.4582, 2.0696, -1.7498], [1.4573, 2.8319, -1.0112], [1.2646, 4.2008, -0.9708], [-0.0589, 4.4203, -0.5791], [-0.6211, 3.1770, -0.3549], [0.3383, 2.1874, -0.4757], [-1.9856, 2.8649, 0.0137], [-2.1577, 1.9568, 1.1256], [-3.0700, 2.1631, 2.1542], [-2.8200, 1.1931, 3.1130], [-1.7919, 0.3907, 2.6300], [-1.3419, -0.8517, 3.2030], [-2.2623, -1.6527, 3.9298], [-3.6855, -1.4848, 3.7840], [-4.5862, -2.2040, 4.5017], [-4.1453, -3.1932, 5.4056], [-5.0762, -3.8336, 6.0612], [-4.7207, -4.9047, 6.9671], [-2.7645, -3.4750, 5.4978], [-1.8755, -2.7497, 4.7634], [0.0234, -1.3048, 2.9301], [0.5637, -1.1906, 1.6426], [1.5641, -2.1321, 1.5803], [2.3656, -2.3701, 0.4013], [2.7114, -3.6864, 0.0454], [3.5084, -3.9978, -1.0997], [3.8877, -5.2724, -1.3962], [3.4437, -6.3390, -0.5803], [3.7630, -7.5915, -0.7671], [4.6641, -7.9645, -1.8354], [2.5431, -6.0842, 0.4782], [2.1841, -4.8084, 0.7698], [2.8353, -1.2045, -0.3084], [4.1213, -1.0329, -0.8132], [4.1766, 0.2437, -1.3451], [2.9139, 0.8097, -1.1924], [2.1220, -0.0260, -0.4217], [1.7914, -2.6791, 2.8311], [0.8414, -2.1286, 3.6894], [-1.2826, 0.9460, 1.4565], [-3.0832, 3.4505, -0.6330], [-4.4174, 2.9795, -0.4075], [-5.5011, 3.5486, -1.0062], [-5.3092, 4.6322, -1.8940], [-6.2739, 5.2681, -2.4979], [-7.6544, 4.9054, -2.2567], [-3.9969, 5.0542, -2.2231], [-2.9278, 4.4690, -1.6327], [5.0199, 3.6060, -8.5670], [4.4742, 2.0716, -7.8547], [5.9366, 2.8936, -7.2191], [4.7336, 1.4085, -5.7070], [3.9327, 0.6725, -3.5952], [1.7903, 4.3921, -3.0976], [2.5947, 5.1124, -5.2503], [2.0145, 4.9500, -1.1672], [-0.5398, 5.3738, -0.4243], [-3.7731, 2.9762, 2.2229], [-3.2577, 1.1332, 4.0952], [-4.0765, -0.8269, 3.0283], [-5.6511, -2.0709, 4.3650], [-5.6555, -5.2383, 7.3985], [-4.0626, -4.5346, 7.7509], [-4.2519, -5.7171, 6.4154], [-2.4059, -4.2731, 6.1299], [-0.8445, -3.0282, 4.8558], [3.8025, -3.2183, -1.7826], [4.4967, -5.4646, -2.2666], [4.7745, -9.0383, -1.7558], [5.6276, -7.4777, -1.6979], [4.2304, -7.7070, -2.7996], [2.1391, -6.9274, 1.0222], [1.4589, -4.6455, 1.5515], [4.9497, -1.7115, -0.6978], [5.0552, 0.7406, -1.7195], [2.5919, -3.3549, 3.0893], [0.8006, -2.2589, 4.7573], [-4.5793, 2.1203, 0.2231], [-6.4892, 3.1536, -0.8256], [-8.2410, 5.6041, -2.8396], [-7.8896, 5.0120, -1.1996], [-7.8368, 3.8885, -2.5981], [-3.8830, 5.8334, -2.9646], [-1.9415, 4.7829, -1.9327], [0.0914, 2.9881, 3.5689], [1.4361, 2.5274, 3.3489], [1.6725, 1.5699, 2.2065]], "forces_ev_per_a": [[0.22, -0.05, -0.40], [-0.02, 0.07, 0.09], [0.03, -0.09, -0.10], [0.12, -0.02, -0.09], [0.03, 0.05, -0.02], [-0.02, 0.06, 0.15], [-0.05, -0.03, -0.04], [0.07, -0.06, 0.07], [-0.02, 0.04, 0.03], [0.06, -0.06, 0.21], [-0.09, -0.24, -0.29], [0.10, 0.09, 0.06], [0.00, 0.11, 0.03], [0.00, -0.07, 0.23], [-0.01, 0.37, -0.40], [0.08, -0.09, 0.04], [0.21, 0.35, 0.13], [-0.12, 0.03, -0.06], [-0.06, -0.07, 0.19], [0.08, -0.29, -0.10], [0.22, 0.18, -0.04], [-0.12, -0.12, -0.01], [0.17, 0.11, 0.01], [-0.03, -0.02, 0.01], [-0.04, -0.03, 0.04], [0.03, -0.10, 0.11], [0.00, 0.09, -0.05], [-0.02, 0.02, 0.00], [-0.01, 0.13, 0.00], [-0.25, -0.19, -0.05], [-0.19, -0.47, 0.25], [0.17, 0.20, -0.01], [-0.08, 0.03, -0.02], [-0.10, 0.00, -0.04], [-0.02, 0.02, 0.02], [0.01, -0.01, 0.02], [0.07, -0.08, -0.09], [0.06, -0.02, -0.10], [-0.04, 0.04, 0.06], [-0.04, 0.05, 0.08], [0.03, 0.00, -0.02], [0.08, 0.03, 0.23], [0.08, -0.11, 0.09], [0.08, 0.15, -0.16], [-0.08, 0.28, -0.02], [-0.17, -0.25, -0.21], [0.06, -0.04, 0.06], [0.03, 0.09, 0.12], [-0.40, -0.19, -0.06], [-0.02, -0.08, -0.07], [0.05, 0.09, 0.00], [0.04, 0.01, 0.01], [-0.09, 0.02, -0.03], [-0.13, -0.03, 0.00], [0.08, 0.02, 0.01], [0.00, 0.03, 0.01], [0.00, -0.04, 0.04], [-0.01, 0.05, -0.01], [-0.04, 0.00, -0.01], [0.01, 0.00, 0.02], [-0.03, -0.02, -0.02], [-0.02, -0.16, 0.14], [-0.05, -0.01, 0.01], [0.00, -0.03, 0.00], [-0.07, 0.01, -0.03], [0.05, -0.04, 0.00], [0.02, 0.01, 0.01], [-0.11, -0.12, -0.04], [0.07, 0.17, -0.06], [0.03, -0.03, -0.01], [-0.05, 0.00, -0.01], [0.00, 0.03, 0.00], [0.00, -0.01, -0.02], [-0.01, 0.00, 0.00], [0.00, -0.01, -0.03], [0.01, 0.10, 0.02], [-0.02, 0.00, 0.00], [-0.01, -0.03, 0.03], [0.01, 0.01, 0.02], [-0.03, 0.01, -0.01], [0.03, 0.01, -0.02], [0.01, -0.01, -0.03], [-0.04, -0.05, -0.04], [-0.02, 0.01, -0.12], [-0.03, 0.06, 0.02], [0.04, -0.07, -0.07], [0.03, -0.04, 0.04], [0.00, 0.01, 0.00], [0.01, 0.03, -0.03], [0.01, 0.01, 0.02], [0.01, -0.02, -0.02], [-0.02, -0.02, 0.01], [-0.01, -0.03, -0.01], [0.09, -0.12, -0.12], [0.05, 0.33, 0.39], [0.04, 0.10, 0.02]]}

---

{"formula": "H3N2P", "method": "the ωB97M-V functional and the def2-TZVPD basis", "spin_multiplicity": 3, "e_homo_ev": [-6.89, -10.33], "s2": 2.02, "species": ["N", "N", "P", "H", "H", "H"], "positions_angstrom": [[1.2414, 0.6205, 0.0261], [-1.2051, -0.1822, -0.1808], [0.4353, -0.6684, -0.0223], [2.8372, 0.1110, 0.0553], [-1.5851, 0.7674, -0.3366], [-1.7238, -0.6483, 0.4583]], "forces_ev_per_a": [[-0.28, 0.73, -0.19], [1.76, 1.34, -2.01], [-2.11, 0.89, -0.11], [2.00, -0.25, 0.05], [1.05, -0.76, 0.18], [-2.42, -1.94, 2.09]]}

---

{"formula": "C8H8Cl2N2O3SeTm2", "method": "the ωB97M-V functional and the def2-TZVPD basis", "spin_multiplicity": 5, "total_charge": 4, "e_homo_ev": [-21.64, -21.66], "s2": 6.00, "species": ["Tm", "Tm", "Cl", "Cl", "C", "C", "C", "O", "O", "O", "C", "N", "C", "C", "N", "C", "C", "Se", "H", "H", "H", "H", "H", "H", "H", "H"], "positions_angstrom": [[-1.3178, -1.5212, -4.9386], [-0.1492, -0.1532, -0.2242], [0.3690, -3.0950, -4.2339], [-0.2500, 1.8700, -1.7135], [1.7950, 1.7068, 0.2625], [0.0018, -2.0450, -6.8504], [0.0087, 0.2127, -5.5509], [2.2666, 2.7428, 0.1012], [0.9662, -2.4727, -7.2588], [0.8208, 0.9948, -5.7856], [0.0391, -2.3034, 1.7477], [0.0477, -0.9174, 2.2149], [0.9347, -0.3406, 3.1168], [0.5912, 0.9652, 3.2509], [-0.5435, 1.1643, 2.4639], [-1.1735, 2.4755, 2.1478], [-0.9837, -0.0338, 1.9681], [-2.4591, -0.4830, 0.8474], [-0.9354, -2.7423, 1.9727], [0.8227, -2.8317, 2.2959], [0.2806, -2.4579, 0.6484], [1.7570, -0.8794, 3.5402], [1.0662, 1.8064, 3.7603], [-1.4151, 2.9797, 3.0924], [-0.4655, 3.0860, 1.5679], [-2.0745, 2.2724, 1.5568]], "forces_ev_per_a": [[-0.87, -2.71, 0.47], [1.57, 1.67, -1.59], [-1.30, 1.29, 0.23], [-0.43, -1.59, 0.05], [1.58, 3.69, -0.63], [2.93, -1.79, -1.61], [5.11, 5.69, -1.20], [-1.50, -3.94, 0.85], [-2.44, 1.21, 0.33], [-3.71, -3.49, 0.91], [0.16, -0.70, 0.60], [-0.55, 0.12, 0.74], [0.22, 0.14, -0.55], [-0.73, 0.45, -0.62], [-0.37, -0.56, 0.12], [-0.13, 0.06, 0.37], [0.76, 0.79, 0.47], [-0.34, 0.30, 0.44], [0.21, -0.13, -0.22], [-0.08, -0.08, -0.18], [-0.17, 0.33, 0.70], [0.28, -0.22, 0.11], [-0.16, -0.45, 0.00], [-0.05, -0.09, -0.34], [-0.20, -0.21, 0.25], [0.21, 0.21, 0.29]]}

---

{"formula": "CH2ClI3Si", "method": "the ωB97M-V functional and the def2-TZVPD basis", "e_homo_ev": [-9.80, -7.54], "species": ["C", "Si", "Cl", "I", "I", "I", "H", "H"], "positions_angstrom": [[-0.3514, 0.2008, 0.2376], [-1.6667, 1.5137, 0.5226], [-0.1949, -0.5589, 1.7809], [-0.8444, 3.2756, 1.9316], [2.7770, 2.3554, -1.3428], [-3.9368, 0.7560, 1.1525], [0.4582, 0.7502, 0.0291], [-0.5401, -0.5022, -0.6635]], "forces_ev_per_a": [[-3.66, -1.98, -1.34], [-1.04, 0.23, -1.20], [0.46, -1.16, 1.07], [0.22, 0.12, 0.37], [-0.01, 0.03, 0.01], [0.55, -0.05, 0.05], [3.38, 1.86, -0.73], [0.10, 0.95, 1.77]]}

---

| no. | energy (eV) |
| --- | --- |
| 1 | -8372.75558 |
| 2 | -37780.52594 |
| 3 | -80712.09427 |
| 4 | -12311.76361 |
| 5 | -166954.73228 |
| 6 | -45771.18576 |